Below is a gas-phase ion, C5H7N2 (charge +1) in a non-equilibrium geometry, with properties calculated with ωB97M-V with the def2-TZVPD basis set.

Element x y z (Å)
C (1.44, 0.87, -0.09)
C (1.89, -0.39, -0.17)
N (1.22, -1.52, 0.22)
C (0.01, -1.82, 0.26)
N (-1.21, -1.21, -0.22)
C (-1.31, 0.03, -0.02)
C (-0.07, 0.95, 0.30)
H (1.69, 1.90, -0.32)
H (2.94, -0.69, -0.32)
H (-0.26, -2.75, 0.65)
H (-2.07, -1.70, -0.25)
H (-2.15, 0.69, -0.21)
H (0.02, 0.83, 1.44)
H (-0.29, 1.99, 0.24)

Computed properties:
relative energy (zero: lowest compared OMol25 entry of this formula, charge and spin): 4.2923 eV
electronic energy: -8268.485 eV
frontier orbital gap: 8.05 eV
M: 95.12 g/mol
SMILES: C1=CN=C[NH+]=CC1
total charge: +1

Below is a molecular structure, C5H7N2O in a non-equilibrium geometry, with properties calculated with ωB97M-V with the def2-TZVPD basis set.

Element x y z (Å)
C (-2.25, -0.79, -0.02)
C (-0.88, -1.18, 0.00)
C (-2.29, 0.59, -0.03)
C (0.02, -0.18, 0.01)
C (1.35, 0.21, -0.10)
N (2.22, -0.78, 0.00)
N (1.61, 1.56, 0.07)
O (-1.16, 1.17, -0.09)
H (-3.05, -1.44, 0.08)
H (-0.73, -2.30, 0.13)
H (-3.23, 1.15, -0.04)
H (1.70, -1.67, -0.04)
H (3.20, -0.70, 0.13)
H (0.98, 2.34, -0.18)
H (2.51, 2.00, 0.08)

Computed properties:
relative energy (zero: lowest compared OMol25 entry of this formula, charge and spin): 1.1092 eV
electronic energy: -10317.522 eV
frontier orbital gap (spin up / spin down): 8.44 / 8.44 eV
M: 111.12 g/mol
total charge: +1

Below is 2 unconnected molecules or ions with the total composition C5H7N2O2PS in a non-equilibrium geometry, with properties calculated with ωB97M-V with the def2-TZVPD basis set.

Element x y z (Å)
C (-0.17, -1.40, -1.35)
C (-1.49, -1.49, -1.11)
C (0.69, -1.15, -0.28)
C (-2.07, -1.17, 0.13)
C (0.06, -0.85, 0.94)
N (-1.30, -0.86, 1.14)
N (0.32, 1.47, -0.89)
O (2.16, 0.58, 1.34)
O (0.30, 4.00, -0.69)
P (1.05, -0.05, 2.31)
S (0.72, 2.87, -1.47)
H (0.25, -1.55, -2.29)
H (-2.08, -1.55, -1.95)
H (1.65, -0.95, -0.44)
H (-3.17, -1.28, 0.19)
H (2.99, 0.83, 1.93)
H (-0.02, 1.48, 0.04)
H (0.12, 1.05, 2.43)

Computed properties:
relative energy (zero: lowest compared OMol25 entry of this formula, charge and spin): 0.0161 eV
electronic energy: -32495.469 eV
frontier orbital gap: 8.00 eV
M: 190.16 g/mol
total charge: 0

Below is a gas-phase ion, C5H7N2O2S (charge -1) in a non-equilibrium geometry, with properties calculated with ωB97M-V with the def2-TZVPD basis set.

Element x y z (Å)
H (0.18, 1.02, 1.78)
N (0.97, 1.16, 1.14)
C (0.79, 0.67, -0.01)
C (1.89, 0.81, -1.02)
C (-0.38, -0.11, -0.51)
C (0.14, -1.67, -0.18)
O (-0.10, -2.05, 0.97)
O (0.70, -2.19, -1.12)
C (-1.67, 0.16, 0.12)
N (-1.75, -0.09, 1.44)
S (-2.97, 0.76, -0.73)
H (1.57, 1.46, -1.83)
H (2.11, -0.17, -1.44)
H (2.78, 1.22, -0.55)
H (-0.45, -0.04, -1.60)
H (-1.12, -0.87, 1.71)
H (-2.67, -0.07, 1.84)

Computed properties:
relative energy (zero: lowest compared OMol25 entry of this formula, charge and spin): 0.0000 eV
electronic energy: -23211.469 eV
frontier orbital gap: 8.12 eV
M: 159.19 g/mol
SMILES: [H]/N=C(/C)[C@@H](C(=O)[O-])C(N)=S
total charge: -1

> The lowest M belongs to which entry?

C5H7N2

What did the second record say?
Below is a molecular structure, C5H7N2O in a non-equilibrium geometry, with properties calculated with ωB97M-V with the def2-TZVPD basis set.

Element x y z (Å)
C (-2.25, -0.79, -0.02)
C (-0.88, -1.18, 0.00)
C (-2.29, 0.59, -0.03)
C (0.02, -0.18, 0.01)
C (1.35, 0.21, -0.10)
N (2.22, -0.78, 0.00)
N (1.61, 1.56, 0.07)
O (-1.16, 1.17, -0.09)
H (-3.05, -1.44, 0.08)
H (-0.73, -2.30, 0.13)
H (-3.23, 1.15, -0.04)
H (1.70, -1.67, -0.04)
H (3.20, -0.70, 0.13)
H (0.98, 2.34, -0.18)
H (2.51, 2.00, 0.08)

Computed properties:
relative energy (zero: lowest compared OMol25 entry of this formula, charge and spin): 1.1092 eV
electronic energy: -10317.522 eV
frontier orbital gap (spin up / spin down): 8.44 / 8.44 eV
M: 111.12 g/mol
total charge: +1